C32H38BrIrN3OSb | ωB97M-V with the def2-TZVPD basis set

Output
M in u: 874.6
Multiplicity: 2
F_max in eV/Å: 1.67
Electronic energy in a.u.: -4399.3033
Frontier orbital gap (spin up / spin down) in eV: 6.54 / 6.76
Charge: +3
Highest occupied orbital energy (spin up / spin down) in eV: -16.9 / -17.7

The geometry in XYZ format:
```
77
Properties=species:S:1:pos:R:3:forces:R:3
Ir 0.27786 -0.22250 0.10132 -0.036 1.621 -0.402
Sb -0.10173 -2.78353 -2.42035 -0.107 -0.322 -0.187
Br 2.14541 1.41773 0.96539 0.240 -0.494 -0.039
O -0.30369 0.11349 2.04648 -0.041 -0.769 0.513
N 1.17243 -2.09571 0.31306 0.292 -0.383 0.069
N 0.59044 0.13031 -1.92550 0.629 -0.470 -0.266
N -1.55439 -0.87407 -0.49960 -0.503 -0.672 0.489
C -2.22596 -0.86514 3.78616 0.055 0.052 0.016
C 0.73583 -0.88062 -2.82167 -0.060 0.438 -0.172
C 1.90734 -2.47179 1.41273 -0.151 0.013 -0.240
C 1.11249 -2.99406 -0.71477 0.204 0.131 0.383
C -1.68534 -2.03546 -1.19882 -0.195 0.451 0.054
C -2.66935 -0.23423 -0.04364 0.185 -0.083 -0.136
C 1.67273 2.13170 5.04700 -0.007 -0.034 -0.103
C 2.57299 -4.55227 0.37386 0.082 -0.147 0.004
C -2.91010 -2.65750 -1.32286 0.052 0.016 -0.056
C -2.42923 0.95542 5.46475 0.015 0.005 -0.003
C 1.33932 1.66232 -3.58921 -0.017 0.084 0.011
C 1.61124 0.63109 -4.45821 0.006 -0.018 -0.060
C -1.00082 -1.06521 5.93018 0.028 -0.010 0.002
C 3.84712 2.15576 6.19678 -0.043 -0.028 -0.015
C -2.59997 1.17286 0.46831 0.118 -0.042 0.032
C 1.79436 -4.19563 -0.70825 -0.056 0.063 -0.057
C -1.45486 -0.06803 4.84600 -0.050 0.005 -0.060
C -4.03657 -2.08122 -0.75138 -0.109 -0.074 -0.031
C 0.81148 1.40217 -2.33033 -0.133 -0.088 0.050
C 0.29219 0.72084 3.00475 -0.032 0.266 -0.092
C 2.01885 -1.68503 2.66973 -0.150 0.173 0.025
C -3.90965 -0.84677 -0.15739 -0.057 0.058 -0.008
C 1.78407 2.74796 7.49122 -0.014 -0.003 -0.016
C 0.38354 2.55441 -1.46940 0.084 -0.023 -0.112
C 2.59540 -3.68179 1.43072 0.037 -0.005 0.057
C 2.17460 2.15286 3.69985 -0.067 0.045 0.145
C 1.25158 -0.65989 -4.08066 -0.054 0.066 -0.004
C 0.49319 1.42084 5.30234 0.011 0.025 -0.033
C 1.49620 1.47151 2.75942 -0.190 -0.112 -0.017
C 2.45666 2.83000 6.12133 0.077 0.087 0.037
C 2.63567 4.31368 5.73107 -0.049 -0.027 -0.036
C -0.22154 0.70090 4.36371 0.023 0.030 -0.042
H 1.65776 1.71726 7.82812 0.025 0.007 0.010
H -2.04145 1.25691 1.39506 0.002 0.050 0.022
H -1.62088 -1.64238 3.31841 0.020 0.001 -0.014
H -2.99180 -3.58386 -1.87657 0.002 0.019 -0.036
H 0.81346 3.24788 7.50129 0.005 -0.005 -0.006
H 1.35812 -1.48074 -4.77811 -0.020 -0.006 0.006
H -1.87889 -1.56114 6.34359 0.004 -0.009 -0.006
H 1.22202 3.19889 -1.20828 -0.013 0.003 0.040
H 1.67400 4.81508 5.61372 0.002 -0.007 0.027
H 2.03427 0.82777 -5.43493 0.018 -0.012 0.017
H 3.18335 4.81523 6.52796 0.013 0.007 -0.006
H -4.77937 -0.32273 0.21426 0.012 0.003 0.011
H 2.65775 -2.22088 3.36462 0.003 0.020 0.003
H -2.71790 1.71900 4.73986 -0.009 -0.007 0.001
H -0.34637 -1.83448 5.51295 -0.003 0.014 0.009
H -5.00437 -2.56030 -0.82795 0.019 -0.018 0.030
H 3.76339 1.09706 6.44856 -0.004 0.019 0.014
H 3.12175 -5.48495 0.39779 -0.002 0.014 -0.002
H -2.64374 -0.22579 3.00940 -0.008 0.009 -0.007
H -3.60551 1.54418 0.65029 -0.006 -0.009 -0.008
H 0.12256 1.42758 6.31620 0.039 -0.021 -0.024
H 4.42296 2.64587 6.98113 0.017 0.003 -0.005
H 3.15458 -3.92384 2.32259 0.012 0.007 -0.019
H 1.51127 2.69148 -3.87663 0.005 0.000 0.011
H 3.20821 4.44053 4.81127 0.012 0.002 0.014
H 2.47453 -0.71737 2.49540 -0.008 0.056 0.070
H -2.00773 1.45426 6.33673 -0.020 0.001 -0.010
H 4.40876 2.25164 5.26614 0.002 0.009 0.011
H 2.41478 3.25049 8.22244 -0.005 0.006 0.010
H 1.70805 -4.85902 -1.55905 -0.017 0.004 0.001
H -2.15470 1.82308 -0.28549 -0.008 0.035 -0.031
H -0.47732 -0.58179 6.75397 -0.020 -0.006 -0.002
H 3.07236 2.70637 3.46075 0.020 -0.024 0.025
H 1.04379 -1.57581 3.13725 -0.014 0.039 0.039
H -3.33118 0.43558 5.78677 0.003 0.003 0.015
H -3.05868 -1.35553 4.29034 0.009 -0.008 -0.017
H -0.32706 3.16461 -2.03009 -0.047 -0.039 0.014
H -0.11326 2.24324 -0.54882 -0.061 0.015 0.091
```
Forces are in eV/Å.

List of Löwdin charges in e, atom by atom:
1 Ir 1.253
2 Sb 1.649
3 Br 1.044
4 O -0.236
5 N -0.039
6 N -0.107
7 N -0.084
8 C -0.041
9 C -0.426
10 C -0.236
11 C -0.424
12 C -0.408
13 C -0.263
14 C -0.068
15 C 0.018
16 C -0.079
17 C -0.013
18 C 0.022
19 C 0.017
20 C -0.014
21 C -0.010
22 C -0.006
23 C -0.098
24 C -0.520
25 C 0.018
26 C -0.296
27 C -0.345
28 C -0.009
29 C 0.023
30 C -0.038
31 C -0.062
32 C 0.016
33 C -0.008
34 C -0.075
35 C 0.067
36 C -0.491
37 C -0.547
38 C -0.011
39 C -0.020
40 H 0.096
41 H 0.062
42 H 0.085
43 H 0.111
44 H 0.102
45 H 0.113
46 H 0.106
47 H 0.088
48 H 0.102
49 H 0.141
50 H 0.107
51 H 0.139
52 H 0.107
53 H 0.099
54 H 0.092
55 H 0.141
56 H 0.099
57 H 0.144
58 H 0.069
59 H 0.108
60 H 0.109
61 H 0.107
62 H 0.136
63 H 0.145
64 H 0.084
65 H 0.044
66 H 0.091
67 H 0.086
68 H 0.105
69 H 0.101
70 H 0.080
71 H 0.089
72 H 0.129
73 H 0.086
74 H 0.104
75 H 0.103
76 H 0.119
77 H 0.015